Entry from the Open Molecules 2025 dataset: 2 unconnected molecules or ions with the total composition C3H7IN3 (the ωB97M-V functional and the def2-TZVPD basis).

Geometry (Å):
1 C -1.52 -1.54 -0.97
2 C -0.24 0.12 -1.40
3 C 1.75 1.39 1.61
4 N -1.14 -0.94 0.15
5 N -0.97 -0.83 -1.97
6 N -0.33 0.14 -0.13
7 I -1.75 -1.38 2.05
8 H -2.18 -2.37 -1.06
9 H 0.47 0.57 -2.02
10 H 0.92 1.52 0.94
11 H 1.93 2.32 2.27
12 H 2.67 1.13 0.99
13 H -1.05 -0.88 -2.92
14 H 1.44 0.76 2.48

Properties
- Strongest force on any atom: 3.66 eV/Å
- Lowest unoccupied orbital energy: -5.273 eV
- Energy above the lowest of the compared OMol25 structures with the same formula, charge and spin: 38.9 kcal/mol
- Gap between HOMO and LUMO: 9.30 eV
- Net charge: +1
- Energy: -15786.60439 eV